[1]
{
  "formula": "C7H7N2O4S",
  "method": "wB97M-V/def2-TZVPD",
  "species": ["C", "C", "C", "C", "C", "C", "C", "N", "N", "O", "O", "O", "O", "S", "H", "H", "H", "H", "H", "H", "H"],
  "coordinates": [[-1.7938, 0.6077, 0.6169], [-1.8111, 1.6525, -0.3119], [-0.7562, -0.2790, 0.6285], [-0.8143, 1.8069, -1.2716], [0.5326, 0.0378, -0.0721], [0.3376, 1.0364, -1.1628], [1.2775, -1.1818, -0.6371], [1.8333, -1.0317, -1.7678], [1.7427, -2.1422, 0.1947], [2.8794, -3.0073, -0.0819], [2.4629, 1.1505, -2.8010], [0.4431, -0.0609, -3.6070], [1.5802, 0.3866, 0.8557], [1.2916, 0.3037, -2.4808], [-2.5954, 0.3367, 1.2838], [-2.5127, 2.3845, -0.1978], [-0.8234, -1.0980, 1.3310], [-0.9225, 2.4358, -2.1682], [3.2803, -2.6464, -0.8834], [2.0808, -1.7754, 1.0483], [2.0402, 1.1978, 0.6571]],
  "atomic_forces_ev_per_a": [[1.45, -1.24, -0.41], [1.15, 0.07, -0.50], [0.38, 0.61, 0.49], [0.15, -0.67, -0.03], [-1.49, -0.58, 0.56], [0.75, -2.25, -0.41], [1.88, 0.62, -0.23], [0.25, -1.27, -0.80], [0.09, -1.99, 1.16], [-1.04, 0.67, -0.92], [-1.19, -1.30, 0.32], [0.46, 0.13, 0.36], [0.55, 0.07, 2.10], [-0.15, 3.63, -2.17], [-0.51, 0.50, -0.01], [-2.12, 1.76, -0.11], [0.32, -0.35, -0.16], [-0.07, -0.06, 0.66], [0.03, 0.26, -0.33], [-0.71, 0.85, 1.11], [-0.19, 0.59, -0.68]],
  "e_homo_ev": -3.29,
  "homo_lumo_gap_ev": 6.74,
  "total_charge": -1
}

[2]
{
  "formula": "C30H89N7O11",
  "method": "wB97M-V/def2-TZVPD",
  "species": ["C", "C", "C", "O", "C", "N", "H", "H", "H", "H", "H", "H", "H", "H", "H", "H", "H", "C", "C", "C", "O", "C", "N", "H", "H", "H", "H", "H", "H", "H", "H", "H", "H", "H", "C", "C", "C", "O", "C", "N", "H", "H", "H", "H", "H", "H", "H", "H", "H", "H", "H", "C", "C", "C", "O", "C", "N", "H", "H", "H", "H", "H", "H", "H", "H", "H", "H", "H", "C", "C", "C", "O", "C", "N", "H", "H", "H", "H", "H", "H", "H", "H", "H", "H", "H", "C", "C", "C", "O", "C", "N", "H", "H", "H", "H", "H", "H", "H", "H", "H", "H", "H", "C", "C", "C", "O", "C", "N", "H", "H", "H", "H", "H", "H", "H", "H", "H", "H", "H", "O", "H", "H", "O", "H", "H", "C", "O", "H", "H", "H", "H", "C", "O", "H", "H", "H", "H"],
  "coordinates": [[3.6773, -2.1954, -0.9478], [3.6792, -3.5662, -0.2950], [2.4114, -4.2913, -0.7309], [1.2785, -3.5223, -0.3715], [0.0860, -3.9572, -0.9751], [4.8710, -4.2803, -0.7611], [4.4314, -1.5419, -0.5117], [2.7054, -1.7069, -0.9251], [3.9267, -2.3614, -1.9996], [3.6248, -3.4811, 0.7919], [2.3075, -5.2911, -0.2836], [2.4103, -4.4112, -1.8275], [-0.3483, -4.7929, -0.4033], [0.2370, -4.3444, -1.9892], [-0.6115, -3.1225, -0.9606], [4.7519, -4.4190, -1.7640], [4.9022, -5.2401, -0.4230], [-5.3750, 1.3090, 5.4916], [-3.8734, 1.5288, 5.2392], [-3.6345, 2.7326, 4.3602], [-4.0904, 2.4714, 3.0581], [-3.7353, 3.4879, 2.1708], [-3.1981, 1.7362, 6.5222], [-5.9735, 1.3549, 4.5901], [-5.6392, 2.1749, 6.1126], [-5.4364, 0.4146, 6.1105], [-3.4620, 0.6553, 4.7127], [-2.5840, 3.0647, 4.3885], [-4.1460, 3.6157, 4.7912], [-4.0908, 3.2410, 1.1703], [-2.6451, 3.5867, 2.0377], [-4.0695, 4.4781, 2.5066], [-3.6049, 1.1118, 7.2111], [-2.2215, 1.4687, 6.4727], [1.2133, 1.4357, 3.4251], [2.3318, 1.4468, 4.4555], [2.3809, 0.2050, 5.3118], [1.1996, 0.1207, 6.0728], [1.1849, -1.0344, 6.8725], [3.6485, 1.7353, 3.8964], [1.0426, 2.4101, 2.9680], [0.2751, 1.0983, 3.8741], [1.4430, 0.7302, 2.6158], [2.0864, 2.2707, 5.1385], [3.2727, 0.2260, 5.9510], [2.4849, -0.6856, 4.6632], [2.0515, -1.0210, 7.5468], [1.2069, -1.9341, 6.2483], [0.2869, -1.0357, 7.4858], [3.5796, 2.5676, 3.3211], [3.9092, 1.0340, 3.2089], [5.6573, 4.2532, -0.1684], [4.2092, 4.2711, -0.6776], [3.2043, 3.7437, 0.3270], [3.6484, 2.6579, 1.0864], [3.7494, 1.4157, 0.4059], [3.7999, 5.6224, -1.1067], [6.2896, 4.6246, -0.9804], [6.0336, 3.2463, 0.0126], [5.7799, 4.8904, 0.7097], [4.2392, 3.6317, -1.5673], [2.2795, 3.5237, -0.2215], [2.9427, 4.5361, 1.0346], [4.2593, 0.7316, 1.0786], [4.2606, 1.5070, -0.5550], [2.7465, 1.0087, 0.2277], [4.1946, 6.2465, -0.4115], [4.1610, 5.8461, -2.0230], [-0.4574, 0.7099, -3.3443], [-0.0243, 1.4566, -2.0905], [0.2710, 0.5151, -0.9425], [-0.8334, -0.2465, -0.5137], [-1.7970, 0.5493, 0.1541], [1.2614, 2.1408, -2.4080], [-0.6194, 1.3569, -4.2047], [-1.3214, 0.0812, -3.1266], [0.3764, 0.0435, -3.5878], [-0.7688, 2.2179, -1.8338], [0.7664, 1.0155, -0.1014], [1.0111, -0.2064, -1.3131], [-1.3963, 1.1353, 0.9855], [-2.5038, -0.1394, 0.6239], [-2.3515, 1.1704, -0.5540], [1.0964, 2.7731, -3.1888], [1.3996, 2.8333, -1.6756], [-7.8624, -3.7917, 4.3162], [-6.7598, -2.8703, 3.8871], [-5.9093, -3.4396, 2.7741], [-5.0320, -2.4523, 2.3161], [-4.1085, -2.9372, 1.4043], [-7.3118, -1.5558, 3.4771], [-8.2082, -3.6024, 5.3379], [-7.5630, -4.8422, 4.3833], [-8.7298, -3.6974, 3.6598], [-6.0801, -2.7539, 4.7502], [-6.5752, -3.7678, 1.9548], [-5.3675, -4.3369, 3.1030], [-3.4195, -2.1441, 1.1042], [-4.5681, -3.2984, 0.4715], [-3.4676, -3.7445, 1.7887], [-6.5130, -0.9309, 3.4478], [-7.9002, -1.2913, 4.2615], [0.5739, -5.6792, -7.9498], [1.3782, -4.3928, -8.0094], [1.4207, -3.7203, -6.6388], [0.1072, -3.3949, -6.2429], [0.0767, -2.6826, -5.0219], [2.7746, -4.6500, -8.4069], [0.3994, -6.1180, -8.9316], [-0.4334, -5.4996, -7.5467], [0.9566, -6.3816, -7.2039], [0.9505, -3.6819, -8.7163], [2.0058, -2.7985, -6.7658], [1.8681, -4.3829, -5.8861], [-0.9368, -2.6680, -4.6394], [0.5379, -1.7000, -5.1786], [0.7292, -3.1771, -4.2832], [2.8968, -4.4790, -9.3948], [3.0256, -5.6115, -8.2206], [-0.4864, 3.4813, 0.5328], [-0.0735, 4.3186, 0.3025], [-1.3034, 3.4599, 0.0175], [-2.9305, 3.7333, -1.3838], [-3.1698, 3.3243, -2.2209], [-3.7144, 4.2234, -1.1181], [0.1929, 5.5717, -3.9403], [1.2444, 4.9383, -3.2647], [-0.7886, 5.0990, -3.8108], [0.1291, 6.6468, -3.7498], [0.3681, 5.5174, -5.0217], [1.3367, 5.3471, -2.3973], [3.4977, 0.0508, -4.0347], [3.7670, 1.3880, -3.6091], [4.3137, -0.2985, -4.6580], [3.4832, -0.5450, -3.1132], [2.5014, -0.0552, -4.4726], [2.9546, 1.6335, -3.1338]],
  "atomic_forces_ev_per_a": [[0.26, 0.03, -0.17], [-0.72, -0.14, -0.37], [-0.71, -0.04, -0.02], [0.23, 0.20, -0.18], [-0.23, -0.53, 0.47], [-0.05, -0.43, 0.02], [0.06, 0.01, -0.06], [-0.01, -0.07, 0.23], [0.07, 0.20, -0.03], [0.44, -0.06, 0.04], [0.30, -0.03, -0.01], [0.17, -0.04, 0.02], [-0.02, 0.11, -0.02], [0.08, 0.32, -0.11], [-0.02, 0.02, -0.13], [0.20, 0.30, -0.01], [-0.05, 0.18, 0.40], [1.31, 1.00, 0.75], [-0.03, -0.47, -0.44], [0.09, 0.94, 0.53], [0.06, -0.17, -0.05], [0.82, 0.41, -0.48], [-0.14, -0.14, 0.18], [-0.03, -0.48, -0.09], [-0.37, -0.21, 0.03], [-0.65, -0.20, -0.31], [-0.09, 0.04, -0.06], [0.12, -0.52, -0.29], [-0.26, -0.24, -0.09], [-0.46, 0.02, 0.17], [0.00, -0.21, 0.35], [-0.36, -0.09, -0.11], [-0.02, 0.11, 0.04], [0.05, 0.14, -0.15], [-0.28, -0.69, -0.25], [-0.27, 0.90, 0.12], [0.22, -0.35, -0.43], [-0.20, 0.07, 0.01], [0.25, 0.10, 0.13], [0.17, -0.02, -0.02], [0.12, 0.07, 0.05], [0.01, 0.10, 0.03], [0.03, 0.03, 0.02], [0.21, -0.06, 0.09], [-0.08, 0.13, 0.08], [-0.09, 0.02, 0.07], [-0.02, -0.22, -0.04], [0.04, -0.08, 0.10], [-0.11, 0.07, -0.11], [0.03, 0.07, 0.11], [-0.10, -0.22, 0.18], [-0.04, 0.02, -0.46], [1.07, -0.12, -0.70], [-0.38, 0.29, -0.18], [0.22, -0.14, 0.16], [-0.62, 0.23, 0.00], [-0.44, -0.60, 0.57], [-0.02, 0.25, 0.14], [-0.22, 0.00, 0.38], [0.09, -0.13, 0.09], [-0.41, 0.01, 0.01], [-0.05, -0.17, 0.21], [0.17, 0.01, 0.08], [0.24, -0.01, -0.13], [0.16, -0.10, 0.05], [0.15, 0.03, -0.10], [-0.10, 0.41, -0.32], [0.18, 0.06, 0.07], [0.41, -0.55, 0.57], [0.53, 0.66, -0.74], [0.44, -0.68, -0.17], [-0.06, 0.32, 0.27], [-0.56, -0.69, 0.30], [-0.58, 0.39, 0.23], [-0.20, 0.11, 0.07], [-0.13, 0.11, -0.20], [-0.13, -0.05, -0.16], [-0.08, -0.19, 0.19], [-0.41, 0.30, -0.01], [-0.12, -0.01, -0.02], [0.33, 0.19, -0.27], [-0.03, 0.00, -0.22], [0.04, 0.21, 0.14], [0.02, -0.20, -0.19], [0.22, -0.25, 0.16], [-0.68, -0.67, 0.44], [0.73, 0.48, 0.38], [-0.85, -0.45, -0.50], [0.19, 0.28, 0.42], [0.91, -0.18, -1.02], [0.25, -0.95, 0.48], [0.03, 0.44, -0.12], [0.16, 0.06, -0.41], [0.08, -0.13, -0.10], [-0.03, 0.09, -0.09], [0.10, 0.11, -0.01], [0.06, 0.10, 0.18], [-0.22, 0.15, 0.22], [-0.19, -0.05, 0.19], [-0.28, -0.03, 0.24], [-0.23, 0.29, -0.11], [0.00, 0.47, -0.16], [-1.41, 0.27, 0.41], [0.55, -0.60, 0.51], [-0.34, 0.42, -0.47], [-0.44, -0.13, 0.17], [1.13, -0.38, -0.22], [-0.15, 0.31, -0.07], [0.43, -0.25, 0.04], [0.12, 0.33, -0.20], [0.54, -0.13, -0.42], [-0.14, -0.04, 0.00], [0.19, -0.15, 0.32], [0.25, 0.06, -0.09], [-0.11, 0.29, -0.11], [-0.48, 0.22, 0.15], [-0.23, -0.07, 0.05], [0.09, -0.11, -0.01], [0.03, -0.02, -0.04], [0.09, 0.03, -0.02], [0.00, 0.08, 0.04], [-0.07, 0.02, -0.11], [0.04, 0.05, 0.03], [0.05, -0.07, -0.04], [-0.02, 0.04, 0.05], [-0.49, 0.44, -1.31], [0.06, 0.08, 0.26], [0.09, 0.04, 0.48], [-0.07, -0.10, 0.36], [0.27, -0.19, 0.16], [0.27, -0.05, 0.04], [0.12, 0.29, 1.52], [-0.10, -0.20, -0.58], [-0.15, 0.02, -0.31], [0.03, -0.41, -0.32], [0.21, 0.06, -0.48], [-0.05, 0.25, 0.19]],
  "e_homo_ev": -8.88,
  "homo_lumo_gap_ev": 8.88
}

[3]
{
  "formula": "C4H12",
  "method": "wB97M-V/def2-TZVPD",
  "species": ["C", "C", "H", "H", "H", "H", "H", "H", "C", "C", "H", "H", "H", "H", "H", "H"],
  "coordinates": [[0.8729, 1.9560, 1.2031], [1.1063, 2.6098, -0.1553], [1.8067, 1.4954, 1.5569], [0.5374, 2.6827, 1.9566], [0.1300, 1.1751, 1.0700], [1.8454, 3.4193, -0.0754], [0.1773, 3.0506, -0.5155], [1.4729, 1.8478, -0.8469], [-0.7928, -1.7780, 0.0453], [-1.1365, -2.7658, -1.0963], [0.2652, -1.5155, 0.0098], [-1.4937, -0.9406, -0.0226], [-1.0391, -2.2401, 1.0088], [-1.1237, -2.2405, -2.0581], [-2.1589, -3.1336, -0.9574], [-0.4693, -3.6225, -1.1229]],
  "atomic_forces_ev_per_a": [[0.27, 0.15, -0.03], [0.21, 0.26, 0.44], [-0.27, 0.00, 0.03], [-0.02, -0.22, -0.14], [-0.03, -0.15, 0.29], [-0.04, -0.15, -0.14], [-0.01, -0.07, -0.27], [-0.09, 0.19, -0.18], [-0.72, -0.96, -0.37], [-0.35, 0.61, 0.34], [-0.19, 0.43, 0.16], [0.51, 0.35, -0.07], [0.36, -0.06, 0.00], [0.18, -0.18, 0.02], [0.06, -0.09, -0.03], [0.13, -0.10, -0.06]],
  "e_homo_ev": [1.54, -7.91],
  "s2": 0.75,
  "homo_lumo_gap_ev": [2.76, 12.33],
  "total_charge": -1,
  "spin_multiplicity": 2
}

What ΔE to the lowest compared entry with this formula, charge and spin values result from the calculations? In sequence: 84.1; 0.0; 9.7 kJ/mol.
What total energy values result from the calculations? In sequence: -1079.52536; -2407.16138; -159.52645 a.u..
What maximum force values result from the calculations? In sequence: 0.0823; 0.0352; 0.0244 hartree/bohr.